[1]
Density functional theory data (the ωB97M-V functional and the def2-TZVPD basis) for C9H17O2Si as an isolated structure.

Values from the calculation:
Orbital gap, eV: 7.76
Energy relative to the best compared isomer or geometry (same formula, charge and spin), kcal per mole: 71.01
LUMO level, eV: 3.48
Net charge: -1
Highest occupied orbital energy, eV: -4.3

Element x y z (Å)
C  -0.330  -1.428  2.854
C  -0.799  -1.063  1.683
C  -1.938  -1.508  0.743
C  -0.808  1.790  1.030
C  1.437  0.783  1.262
C  1.582  0.884  -1.824
C  0.591  -2.053  -1.515
C  -1.128  0.818  -2.191
C  0.094  0.645  0.635
O  -1.857  -1.220  -0.491
O  -2.901  -2.033  1.350
Si  0.062  -0.138  -1.098
H  0.496  -0.799  3.301
H  -0.774  -2.103  3.579
H  -0.825  1.837  2.164
H  -0.463  2.760  0.558
H  -1.874  1.701  0.737
H  1.264  0.588  2.395
H  2.085  0.073  0.793
H  1.877  1.732  1.174
H  1.860  0.690  -2.839
H  1.721  1.958  -1.531
H  2.466  0.498  -1.275
H  -0.022  -2.751  -1.080
H  0.815  -2.295  -2.544
H  1.532  -2.298  -0.964
H  -2.050  0.836  -1.560
H  -0.718  1.762  -2.239
H  -1.394  0.335  -3.107

---

[2]
Density functional theory data (the ωB97M-V functional and the def2-TZVPD basis) for C66H70BaBrF6N5O3P2S2Sb2 as an isolated structure.

Values from the calculation:
Orbital gap, eV: 4.75
Energy relative to the best compared isomer or geometry (same formula, charge and spin), kcal per mole: 23.27
LUMO level, eV: 3.33
Net charge: -2
Highest occupied orbital energy, eV: -1.4

Element x y z (Å)
Ba  1.697  0.605  -0.055
C  -1.535  2.571  -3.864
C  -2.639  1.550  -4.252
C  -3.822  1.407  -3.278
Sb  -3.480  0.507  -1.311
C  -5.537  0.988  -0.703
C  -6.595  1.268  -1.572
C  -7.862  1.583  -1.089
C  -8.103  1.621  0.281
C  -7.069  1.337  1.164
C  -5.803  1.029  0.671
C  -4.050  -1.445  -2.075
C  -5.260  -2.078  -1.788
C  -5.575  -3.309  -2.361
C  -4.682  -3.926  -3.228
C  -3.466  -3.313  -3.514
C  -3.152  -2.087  -2.938
Sb  0.367  1.611  -3.285
C  0.383  0.689  -5.261
C  0.107  -0.675  -5.395
C  -0.047  -1.260  -6.651
C  0.071  -0.488  -7.799
C  0.353  0.870  -7.684
C  0.507  1.450  -6.428
C  1.593  3.262  -4.055
C  2.961  3.025  -4.235
C  3.820  4.047  -4.624
C  3.329  5.330  -4.848
C  1.972  5.583  -4.682
C  1.116  4.557  -4.284
H  -1.873  3.205  -3.036
H  -1.311  3.212  -4.717
H  -2.203  0.561  -4.424
H  -3.056  1.845  -5.219
H  -4.584  0.770  -3.731
H  -4.265  2.391  -3.088
H  -6.439  1.229  -2.646
H  -8.667  1.795  -1.786
H  -9.089  1.876  0.654
H  -7.248  1.356  2.234
H  -4.998  0.820  1.373
H  -5.974  -1.609  -1.118
H  -6.522  -3.784  -2.129
H  -4.928  -4.884  -3.671
H  -2.754  -3.791  -4.178
H  -2.183  -1.635  -3.143
H  0.019  -1.300  -4.512
H  -0.256  -2.322  -6.725
H  -0.055  -0.939  -8.777
H  0.453  1.481  -8.575
H  0.730  2.510  -6.361
H  3.357  2.027  -4.056
H  4.879  3.845  -4.745
H  4.001  6.129  -5.143
H  1.580  6.578  -4.862
H  0.063  4.780  -4.137
O  -0.474  2.081  -0.336
N  -0.612  2.835  0.642
N  -0.019  2.457  1.729
O  0.691  1.350  1.848
C  -0.097  3.367  2.846
C  -0.891  4.516  2.831
C  -0.904  5.347  3.940
C  -0.142  5.047  5.066
C  0.635  3.900  5.070
C  0.658  3.058  3.966
H  -1.479  4.738  1.954
H  -1.516  6.243  3.923
H  -0.158  5.703  5.929
H  1.234  3.655  5.938
H  1.255  2.156  3.946
S  -0.260  -1.224  -1.416
C  0.642  -2.290  -2.508
C  0.028  -3.490  -2.920
C  0.626  -4.380  -3.807
C  1.889  -4.086  -4.306
C  2.520  -2.913  -3.912
C  1.936  -1.984  -3.026
S  2.845  -0.511  -2.647
H  -0.958  -3.705  -2.521
H  0.108  -5.287  -4.106
H  2.379  -4.763  -5.001
H  3.502  -2.672  -4.303
C  -2.231  -1.768  1.798
P  -1.104  -1.079  3.096
C  -0.570  -2.671  3.924
N  -1.093  -3.060  5.056
C  -0.575  -4.152  5.675
C  -1.103  -4.567  6.919
C  -0.581  -5.658  7.552
C  0.492  -6.379  6.972
C  1.016  -5.991  5.774
C  0.488  -4.865  5.102
N  1.011  -4.489  3.907
C  0.528  -3.431  3.315
P  1.165  -2.886  1.635
C  0.329  -4.192  0.636
C  2.967  -3.431  1.520
C  3.281  -4.926  1.611
C  3.730  -2.653  2.603
C  3.402  -2.936  0.131
C  -2.358  -0.231  4.231
C  -3.644  -1.006  4.546
C  -1.625  0.138  5.532
C  -2.727  1.070  3.469
H  -2.784  -2.644  2.143
H  -1.648  -2.006  0.904
H  -2.933  -0.980  1.515
H  -1.921  -3.999  7.346
H  -0.985  -5.972  8.506
H  0.899  -7.240  7.487
H  1.838  -6.527  5.313
H  0.487  -5.183  1.068
H  0.718  -4.145  -0.383
H  -0.739  -3.985  0.582
H  2.956  -5.354  2.553
H  4.367  -5.058  1.517
H  2.812  -5.479  0.792
H  3.488  -3.023  3.604
H  3.496  -1.585  2.560
H  4.810  -2.762  2.452
H  2.899  -3.478  -0.675
H  4.480  -3.083  0.012
H  3.196  -1.875  -0.015
H  -3.434  -1.950  5.043
H  -4.219  -1.206  3.636
H  -4.275  -0.396  5.210
H  -1.383  -0.748  6.117
H  -2.258  0.792  6.144
H  -0.698  0.675  5.311
H  -3.782  1.069  3.181
H  -2.137  1.210  2.555
H  -2.554  1.950  4.093
Br  3.494  7.848  0.980
C  2.966  6.048  0.657
C  3.032  5.126  1.680
C  2.653  3.825  1.387
N  2.192  3.440  0.197
C  2.133  4.360  -0.769
C  2.524  5.682  -0.598
H  3.379  5.394  2.669
H  2.735  3.045  2.135
H  1.752  4.035  -1.723
H  2.483  6.380  -1.422
C  5.722  -0.246  0.042
C  5.046  1.016  0.604
O  3.696  0.905  0.732
C  5.694  1.312  1.987
F  7.012  1.630  1.914
F  5.602  0.217  2.781
F  5.087  2.315  2.654
C  5.419  2.190  -0.352
F  5.234  3.409  0.199
F  4.652  2.123  -1.452
F  6.713  2.154  -0.762
H  5.482  -1.073  0.709
H  6.805  -0.140  -0.038
H  5.285  -0.455  -0.941